# 1
Molecular formula: C2H6OS
Method: DFT, the ωB97M-V functional and the def2-TZVPD basis

ORCA input file:
```
! wB97M-V def2-TZVPD RIJCOSX def2/J DEFGRID3
* xyz 0 1
C 1.67 0.88 0.71
C -1.67 -1.31 -0.22
O 2.15 -1.75 0.03
S 1.53 -0.56 -0.59
H 1.18 0.77 1.77
H 1.26 1.76 0.31
H 2.60 1.11 1.07
H -2.43 -0.78 -0.90
H -1.33 -0.82 0.61
H -1.50 -2.37 -0.31
*
```

Properties
- LUMO level (spin up / spin down) (eV) = 0.09 / -0.83
- highest occupied orbital energy (spin up / spin down) (eV) = -8.9 / -8.9
- relative energy (zero: lowest compared OMol25 entry of this formula, charge and spin) (eV) = 3.5022
- gap between HOMO and LUMO (spin up / spin down) (eV) = 8.97 / 8.09

---

# 2
Molecular formula: C68H66F10O4S
Method: DFT, the ωB97M-V functional and the def2-TZVPD basis

ORCA input file:
```
! wB97M-V def2-TZVPD RIJCOSX def2/J DEFGRID3
* xyz 0 1
C 2.46 -0.53 5.41
C 1.09 -1.14 4.94
C 0.91 -2.48 5.73
O 0.38 -3.52 4.90
C 0.23 -4.70 5.69
C 1.01 -5.92 5.12
C 1.18 -6.96 6.26
C 2.19 -6.45 7.34
S 3.55 -5.40 6.72
O 3.65 -4.25 7.66
O 4.80 -6.19 6.78
O 3.24 -4.76 5.24
C 2.35 -5.56 4.44
H 2.59 0.51 5.10
H 2.49 -0.65 6.51
H 3.25 -1.19 4.99
H 1.08 -1.32 3.85
H 0.27 -0.47 5.27
H 1.93 -2.80 6.03
H 0.33 -2.31 6.65
H 0.49 -4.49 6.74
H -0.85 -4.99 5.70
H 0.37 -6.38 4.34
H 1.45 -7.94 5.83
H 0.20 -7.07 6.78
H 2.64 -7.31 7.85
H 1.63 -5.88 8.09
H 2.11 -4.97 3.54
H 2.85 -6.50 4.13
F -0.68 -6.56 8.87
C -1.38 -7.71 8.76
C -1.17 -8.71 9.69
C -1.89 -9.90 9.58
C -2.79 -10.07 8.54
C -2.99 -9.05 7.61
C -2.28 -7.86 7.72
H -0.45 -8.57 10.49
H -1.74 -10.69 10.30
H -3.35 -10.99 8.45
H -3.69 -9.18 6.80
H -2.42 -7.06 7.02
F -1.77 -0.11 5.21
C -2.55 0.67 4.45
C -2.04 1.83 3.89
C -2.86 2.62 3.11
C -4.19 2.25 2.89
C -4.69 1.09 3.46
C -3.86 0.29 4.24
H -1.01 2.10 4.08
H -2.48 3.53 2.66
H -4.83 2.88 2.28
H -5.72 0.80 3.30
H -4.22 -0.63 4.68
F -2.99 4.70 0.77
C -1.86 4.71 0.03
C -0.76 5.41 0.48
C 0.40 5.41 -0.29
C 0.44 4.72 -1.49
C -0.68 4.03 -1.94
C -1.84 4.02 -1.17
H -0.81 5.94 1.42
H 1.27 5.94 0.06
H 1.35 4.73 -2.09
H -0.65 3.50 -2.88
H -2.72 3.47 -1.49
F -4.99 3.52 -6.56
C -3.97 4.31 -6.20
C -2.96 4.57 -7.10
C -1.91 5.40 -6.72
C -1.88 5.94 -5.44
C -2.91 5.67 -4.54
C -3.96 4.85 -4.92
H -2.99 4.13 -8.09
H -1.11 5.61 -7.42
H -1.06 6.58 -5.14
H -2.88 6.09 -3.55
H -4.78 4.63 -4.24
F -6.46 -1.90 5.05
C -6.00 -3.09 5.49
C -6.46 -4.25 4.89
C -5.98 -5.48 5.33
C -5.05 -5.53 6.36
C -4.61 -4.35 6.96
C -5.08 -3.13 6.52
H -7.18 -4.19 4.08
H -6.32 -6.39 4.86
H -4.67 -6.48 6.70
H -3.89 -4.39 7.77
H -4.74 -2.20 6.96
F -1.68 1.69 -4.24
C -1.81 0.48 -3.65
C -1.45 0.34 -2.32
C -1.59 -0.90 -1.72
C -2.07 -1.98 -2.45
C -2.42 -1.82 -3.79
C -2.29 -0.58 -4.39
H -1.07 1.19 -1.77
H -1.32 -1.03 -0.68
H -2.18 -2.95 -1.98
H -2.79 -2.66 -4.36
H -2.57 -0.43 -5.43
F 3.42 6.28 -0.32
C 3.67 7.55 0.05
C 3.07 8.59 -0.64
C 3.32 9.90 -0.25
C 4.16 10.15 0.82
C 4.76 9.10 1.50
C 4.51 7.79 1.12
H 2.41 8.37 -1.48
H 2.85 10.72 -0.78
H 4.36 11.18 1.11
H 5.43 9.30 2.33
H 4.96 6.96 1.65
F 1.22 0.83 -1.59
C 2.33 0.83 -2.34
C 3.44 1.53 -1.90
C 4.59 1.53 -2.68
C 4.62 0.84 -3.89
C 3.49 0.15 -4.32
C 2.34 0.14 -3.54
H 3.40 2.07 -0.97
H 5.47 2.07 -2.35
H 5.51 0.85 -4.49
H 3.51 -0.39 -5.26
H 1.46 -0.41 -3.85
F -0.22 5.52 -11.48
C -0.98 4.42 -11.62
C -0.90 3.42 -10.67
C -1.69 2.29 -10.80
C -2.55 2.16 -11.89
C -2.62 3.18 -12.84
C -1.83 4.32 -12.70
H -0.22 3.53 -9.83
H -1.64 1.50 -10.06
H -3.16 1.28 -12.00
H -3.28 3.08 -13.69
H -1.88 5.12 -13.43
F 4.13 -0.51 -8.08
C 5.47 -0.38 -8.13
C 6.02 0.57 -8.98
C 7.40 0.71 -9.03
C 8.21 -0.10 -8.25
C 7.65 -1.05 -7.41
C 6.27 -1.19 -7.34
H 5.37 1.19 -9.59
H 7.84 1.45 -9.69
H 9.29 0.01 -8.30
H 8.28 -1.68 -6.80
H 5.81 -1.92 -6.69
*
```

Properties
- LUMO level (eV) = 0.46
- SMILES = CCCOC[C@@H]1CCS(=O)(=O)OC1.Fc1ccccc1.Fc1ccccc1.Fc1ccccc1.Fc1ccccc1.Fc1ccccc1.Fc1ccccc1.Fc1ccccc1.Fc1ccccc1.Fc1ccccc1.Fc1ccccc1
- highest occupied orbital energy (eV) = -9.1
- gap between HOMO and LUMO (eV) = 9.52

---

# 3
Molecular formula: H3PSSi
Method: DFT, the ωB97M-V functional and the def2-TZVPD basis

ORCA input file:
```
! wB97M-V def2-TZVPD RIJCOSX def2/J DEFGRID3
* xyz 0 1
Si -0.79 -0.02 0.08
P 1.37 -0.38 -0.76
S 2.67 0.49 0.56
H -1.34 -1.24 0.61
H -0.35 1.17 0.79
H -1.57 -0.01 -1.29
*
```

Properties
- LUMO level (eV) = -1.78
- SMILES = [SiH3]P=S
- highest occupied orbital energy (eV) = -8.3
- relative energy (zero: lowest compared OMol25 entry of this formula, charge and spin) (eV) = 0.5010
- gap between HOMO and LUMO (eV) = 6.55